No. 1
Computed, not measured: 3 unconnected molecules or ions with the total composition C24H53N2O3PSi at a distorted geometry, with ωB97M-V/def2-TZVPD.

The calculation puts the total energy at -52034.0261 eV. As for the spin multiplicity: 3. The value obtained for the orbital gap (alpha / beta) is 0.318 / 0.304 Eh. As for the charge: 0.

CARTESIAN COORDINATES (ANGSTROEM)
C (-1.9313, -1.5738, -0.5840)
C (-1.0238, -1.1995, -1.7715)
C (-0.7621, 0.3189, -1.8918)
C (0.7323, 0.5919, -1.8486)
O (1.0992, 1.9201, -1.4605)
Si (0.7795, 3.1349, -2.5565)
P (1.1521, 5.0407, -1.4896)
C (-0.1898, 5.3087, -0.2524)
C (0.8681, 6.4032, -2.7117)
H (-1.9572, -0.7861, 0.1579)
H (-1.5458, -2.4557, -0.0867)
H (-2.9315, -1.8263, -0.9126)
H (-0.0917, -1.7331, -1.6478)
H (-1.4856, -1.5638, -2.6793)
H (-1.2392, 0.8154, -1.0601)
H (-1.1821, 0.6495, -2.8303)
H (1.1584, -0.0620, -1.0976)
H (1.1900, 0.3163, -2.7980)
H (-0.5538, 2.9977, -3.1832)
H (1.7829, 3.0826, -3.6475)
H (0.1100, 6.1442, 0.3679)
H (-1.1272, 5.5856, -0.7166)
H (-0.3170, 4.4566, 0.3997)
H (1.8169, 6.7759, -3.0650)
H (0.4058, 7.2105, -2.1594)
H (0.2471, 6.1303, -3.5543)
C (0.9008, 2.7932, 3.6984)
C (2.1849, 3.6454, 3.7037)
C (3.3211, 2.8756, 4.3743)
C (3.1387, 2.7440, 5.8860)
C (2.9425, 4.1165, 6.5316)
C (1.8370, 4.9534, 5.8831)
N (1.9689, 4.9514, 4.3956)
O (2.8307, 5.8315, 4.0049)
C (0.4507, 4.4353, 6.3114)
C (1.9270, 6.3859, 6.3968)
C (2.5204, 3.8972, 2.2395)
H (0.9985, 1.9918, 2.9664)
H (0.6883, 2.3076, 4.6475)
H (0.0355, 3.3956, 3.4182)
H (4.2680, 3.3869, 4.1750)
H (3.3984, 1.8878, 3.9158)
H (2.2938, 2.0899, 6.1179)
H (4.0191, 2.2647, 6.3181)
H (2.7164, 3.9999, 7.5934)
H (3.8867, 4.6667, 6.4730)
H (-0.3369, 4.9308, 5.7426)
H (0.2848, 4.6534, 7.3663)
H (0.3284, 3.3609, 6.2012)
H (2.9145, 6.8152, 6.2440)
H (1.7238, 6.3941, 7.4672)
H (1.1947, 7.0267, 5.9043)
H (1.7375, 4.4812, 1.7563)
H (2.6047, 2.9476, 1.7122)
H (3.4633, 4.4240, 2.1129)
C (-1.1764, -7.4985, -2.1532)
C (-1.3082, -5.9695, -2.2908)
C (-2.7217, -5.5268, -1.9161)
C (-3.7658, -5.9297, -2.9556)
C (-3.3753, -5.4178, -4.3421)
C (-1.9547, -5.7976, -4.7668)
N (-0.9758, -5.5133, -3.6742)
O (-0.6309, -4.2678, -3.6735)
C (-1.8959, -7.2794, -5.1838)
C (-1.5735, -4.9961, -6.0064)
C (-0.3044, -5.3713, -1.3120)
H (-1.1502, -7.7696, -1.0981)
H (-2.0064, -8.0527, -2.5831)
H (-0.2516, -7.8522, -2.6101)
H (-2.7384, -4.4380, -1.8001)
H (-2.9777, -5.9471, -0.9414)
H (-3.8965, -7.0149, -2.9723)
H (-4.7356, -5.5130, -2.6773)
H (-4.0764, -5.7942, -5.0896)
H (-3.4690, -4.3272, -4.3490)
H (-0.8640, -7.5916, -5.3479)
H (-2.4375, -7.4215, -6.1187)
H (-2.3488, -7.9578, -4.4654)
H (-1.6889, -3.9254, -5.8543)
H (-2.2233, -5.2855, -6.8315)
H (-0.5412, -5.1916, -6.2988)
H (0.7160, -5.6424, -1.5862)
H (-0.5037, -5.7581, -0.3132)
H (-0.3705, -4.2862, -1.2668)

Force components x, y, z for each atom (eV/Å):
0.4 -0.2 -0.3
-0.5 0.3 0.4
0.3 -0.8 -0.2
0.1 0.0 0.5
-0.6 0.2 -0.6
0.2 0.1 0.2
0.9 0.1 0.6
0.0 0.2 -0.4
-0.1 -0.4 0.2
-0.2 0.2 0.2
0.0 -0.3 0.2
-0.3 0.2 0.0
0.4 -0.1 -0.2
0.1 -0.2 -0.3
-0.2 0.4 0.1
-0.2 0.5 -0.1
0.2 -0.1 0.2
0.1 0.1 -0.2
-0.1 -0.1 0.0
0.0 0.0 -0.1
0.2 0.2 0.2
-0.4 -0.2 -0.1
-0.1 -0.3 0.0
0.3 0.0 -0.2
-0.2 0.2 0.1
-0.2 0.0 -0.2
-0.1 0.0 0.2
-0.8 -0.8 -0.5
0.2 0.0 0.4
-0.1 0.1 0.0
0.3 -0.3 -0.2
-1.0 0.0 0.7
1.6 0.1 0.2
-0.5 0.1 -0.2
0.0 -0.2 -0.1
0.2 0.2 -0.1
0.2 0.3 -0.1
0.1 0.1 -0.1
0.0 0.1 0.0
0.0 0.0 0.0
-0.1 0.1 0.0
-0.1 0.0 -0.1
0.0 0.0 0.0
0.0 0.0 0.0
-0.1 0.1 0.0
0.0 0.1 -0.1
0.0 0.0 0.0
0.1 0.1 0.0
0.0 0.0 0.0
0.0 0.0 -0.1
-0.1 -0.1 0.0
0.0 0.0 0.0
0.0 0.0 0.0
-0.1 -0.1 0.1
-0.1 0.1 0.1
-0.1 -0.1 -0.1
0.3 -1.0 0.6
-0.3 0.2 -0.2
0.1 0.0 -0.1
-0.2 0.2 0.4
0.0 -0.9 -0.8
-0.9 1.4 0.3
0.4 -0.3 -0.1
0.0 -0.1 0.2
0.1 0.3 0.0
0.1 0.3 0.0
0.0 0.1 0.0
0.0 0.0 0.0
0.0 0.0 0.0
0.1 0.0 -0.1
0.1 0.0 0.0
0.0 0.0 0.0
0.0 0.0 0.0
0.0 0.0 -0.1
0.1 0.0 0.0
0.0 0.0 0.0
0.0 0.1 0.0
0.0 0.0 0.0
0.1 0.0 0.1
0.0 -0.1 0.0
0.0 0.0 0.0
0.0 0.0 0.0
-0.1 -0.1 0.0
0.0 0.0 -0.1

Atom charges from the Löwdin analysis, given in e for atoms 1 to 5: atom 1 (C): -0.0972, atom 2 (C): -0.2392, atom 3 (C): -0.2029, atom 4 (C): -0.2902, atom 5 (O): -0.3455

No. 2
Computed, not measured: 6 unconnected molecules or ions with the total composition C24H53N2O6 at a distorted geometry, with ωB97M-V/def2-TZVPD.

The calculation puts the total energy at -41005.1660 eV. The value obtained for the orbital gap is 0.314 Eh. As for the charge: +1. The energy above the lowest of the compared OMol25 structures with the same formula, charge and spin is 0.0 kJ/mol.

CARTESIAN COORDINATES (ANGSTROEM)
C (-0.6334, 4.7218, 0.3757)
C (-0.0326, 4.5467, 1.6370)
N (0.3817, 3.4208, 2.2502)
C (0.1676, 2.3896, 1.4149)
C (-0.3778, 2.3747, 0.1164)
C (-0.4690, 1.0222, -0.6565)
C (-0.6259, 1.1727, -2.1996)
N (0.6286, 1.6869, -2.8320)
C (1.8743, 1.4664, -2.0288)
C (1.8158, 0.3612, -0.9426)
O (0.5538, 0.1033, -0.3293)
C (-0.8440, 3.5990, -0.4799)
H (-0.9245, 5.7307, 0.0429)
H (0.1293, 5.4712, 2.2298)
H (0.5039, 1.4050, 1.8061)
H (-1.4226, 0.5512, -0.3117)
H (-0.7894, 0.1391, -2.5942)
H (-1.5389, 1.7413, -2.4555)
H (0.7062, 1.3480, -3.7992)
H (0.5131, 2.7054, -2.9284)
H (2.0965, 2.4309, -1.5160)
H (2.7164, 1.3222, -2.7415)
H (2.5199, 0.6795, -0.1337)
H (2.2388, -0.5983, -1.3243)
H (-1.2871, 3.6158, -1.4857)
C (-0.7799, -3.2159, -1.3287)
C (-1.2353, -3.4450, -2.7592)
C (-0.8444, -4.8271, -3.2549)
O (-0.6491, -2.4474, -3.6081)
H (0.3097, -3.2826, -1.2533)
H (-1.0615, -2.2127, -0.9991)
H (-1.2202, -3.9450, -0.6467)
H (-2.3185, -3.3264, -2.8227)
H (0.2426, -4.9510, -3.2426)
H (-1.1689, -4.9698, -4.2869)
H (-1.2905, -5.6083, -2.6375)
H (0.3099, -2.5482, -3.5577)
C (4.5221, 1.7055, 2.5875)
C (5.1239, 2.5441, 1.4704)
C (5.9592, 3.6862, 2.0248)
O (4.0753, 3.0721, 0.6510)
H (3.8601, 2.3107, 3.2137)
H (3.9164, 0.8944, 2.1757)
H (5.2993, 1.2732, 3.2195)
H (5.7441, 1.9129, 0.8306)
H (5.3448, 4.3568, 2.6326)
H (6.3762, 4.2851, 1.2132)
H (6.7794, 3.3130, 2.6399)
H (3.5196, 3.6332, 1.2065)
C (-4.4327, 1.3166, 3.0291)
C (-4.9173, 1.0570, 1.6112)
C (-4.5111, -0.3288, 1.1340)
O (-4.3725, 2.0439, 0.7331)
H (-3.3403, 1.2674, 3.0812)
H (-4.7218, 2.3172, 3.3549)
H (-4.8468, 0.5886, 3.7292)
H (-6.0034, 1.1554, 1.5704)
H (-3.4205, -0.4347, 1.1234)
H (-4.8556, -0.4991, 0.1115)
H (-4.9294, -1.1054, 1.7770)
H (-3.4113, 1.9658, 0.7621)
C (-7.0601, -3.1115, 5.1095)
C (-5.7416, -2.5862, 4.5634)
C (-5.0578, -3.6168, 3.6777)
O (-4.8786, -2.2439, 5.6461)
H (-6.8982, -4.0022, 5.7232)
H (-7.5329, -2.3656, 5.7506)
H (-7.7498, -3.3656, 4.3022)
H (-5.9202, -1.6721, 3.9922)
H (-4.8286, -4.5251, 4.2420)
H (-4.1083, -3.2292, 3.3015)
H (-5.6874, -3.8859, 2.8267)
H (-4.7136, -3.0442, 6.1587)
C (5.7890, -1.5382, -5.5126)
C (4.8760, -1.0953, -4.3810)
C (5.6135, -0.2078, -3.3890)
O (4.3611, -2.2420, -3.7033)
H (6.6296, -2.1212, -5.1265)
H (5.2498, -2.1813, -6.2100)
H (6.1832, -0.6811, -6.0616)
H (4.0188, -0.5544, -4.7916)
H (6.4489, -0.7424, -2.9299)
H (4.9454, 0.0928, -2.5770)
H (6.0014, 0.6898, -3.8746)
H (5.1078, -2.7303, -3.3357)

Force components x, y, z for each atom (eV/Å):
-0.3 -0.8 -1.1
0.1 1.8 0.9
-1.1 0.3 -2.8
0.6 -2.0 0.4
-0.2 0.9 -1.1
-0.9 0.6 0.4
-0.8 -1.9 0.8
-0.7 1.1 -0.5
1.2 0.7 0.7
1.1 -0.5 0.3
-0.2 0.4 -0.8
1.3 -0.6 2.5
0.2 -0.6 0.4
-0.2 -0.6 -0.4
-0.3 0.7 -0.3
0.7 0.1 -0.4
0.2 0.7 0.3
0.8 0.1 -0.1
0.0 -0.2 0.4
0.2 -0.3 0.0
-0.3 -0.6 -0.4
-0.6 -0.2 0.6
-0.4 0.0 -0.7
-0.6 0.6 0.1
0.1 0.4 0.7
-0.1 0.2 0.1
0.6 -0.3 0.2
-0.1 -0.1 -0.2
-0.2 0.5 0.0
0.0 -0.1 0.0
0.0 -0.1 0.1
0.0 0.0 0.0
0.1 0.2 -0.2
0.0 0.0 0.1
-0.1 0.0 0.1
0.0 0.0 0.0
-0.1 -0.2 0.0
-0.1 -0.2 -0.1
-0.1 0.3 0.7
0.2 0.1 -0.2
-0.2 -0.2 -0.5
0.1 0.1 0.0
0.1 0.0 0.0
0.0 0.0 0.0
-0.1 0.1 -0.2
0.0 -0.1 0.1
0.0 -0.1 0.0
0.0 0.0 0.0
0.1 -0.1 0.0
-0.2 0.1 0.1
0.7 -0.2 0.3
-0.2 -0.1 -0.2
-0.2 0.2 -0.3
0.0 -0.1 0.0
-0.1 -0.1 0.0
0.1 0.0 0.0
0.1 0.2 -0.2
0.0 0.0 0.2
-0.1 0.0 0.1
0.1 0.0 0.0
-0.1 0.0 0.2
-0.2 0.2 0.0
0.0 -0.7 0.3
0.1 0.1 -0.2
0.1 0.4 -0.1
0.1 0.0 -0.1
0.0 0.0 -0.1
0.0 0.0 0.0
0.1 0.1 0.2
-0.1 0.0 0.0
-0.1 0.0 0.0
0.0 0.0 0.0
0.0 0.1 0.0
-0.1 0.0 -0.2
0.7 -0.3 0.2
-0.2 0.2 0.1
-0.4 0.1 0.0
0.0 0.1 0.1
0.0 0.1 0.0
0.0 0.0 0.0
-0.1 -0.2 0.1
0.0 0.0 -0.1
0.0 0.0 0.0
0.0 0.0 0.0
-0.1 0.0 -0.1

Atom charges from the Löwdin analysis, given in e for atoms 1 to 5: atom 1 (C): -0.0423, atom 2 (C): -0.1461, atom 3 (N): 0.1014, atom 4 (C): -0.1022, atom 5 (C): -0.1469